1.
{"formula": "C31H46BrN6O6PS", "method": "the ωB97M-V functional and the def2-TZVPD basis", "species": ["C", "O", "C", "C", "C", "C", "O", "N", "C", "O", "C", "C", "C", "C", "C", "C", "C", "C", "C", "P", "O", "O", "S", "C", "C", "C", "C", "C", "N", "C", "N", "N", "C", "C", "O", "Br", "H", "H", "H", "H", "H", "H", "H", "H", "H", "H", "H", "H", "H", "H", "H", "H", "H", "H", "H", "H", "H", "H", "H", "H", "H", "H", "H", "H", "H", "H", "H", "H", "H", "H", "H", "H", "N", "C", "C", "C", "C", "H", "H", "H", "H", "H", "N", "C", "C", "C", "C", "H", "H", "H", "H", "H"], "positions_angstrom": [[3.2366, 0.0819, 4.4271], [3.0145, -0.2114, 2.9730], [1.7791, 0.5261, 2.5435], [2.0754, 1.4628, 1.1771], [2.2410, 2.8751, 1.9452], [2.7177, 4.1925, 1.1704], [4.2011, 4.3245, 1.3635], [3.2985, 0.6385, 0.7460], [2.8762, -0.4283, -0.2241], [3.7460, -1.3447, -0.7241], [1.2499, -0.2578, -0.5834], [0.2663, -1.4386, 0.0443], [1.1310, -2.6577, 0.7955], [-0.0297, -3.5211, 1.6362], [0.2307, -3.8257, 3.2367], [-0.8284, -4.6171, 4.2224], [-2.2461, -5.1183, 3.5600], [-2.5264, -4.8555, 1.9440], [-1.4421, -4.0532, 0.9581], [1.2474, -0.7717, -2.4191], [1.5109, -2.5336, -2.4060], [2.5589, -0.1571, -3.3824], [-0.5248, -0.5925, -3.2965], [1.0389, 1.3045, -0.1192], [1.0291, 2.3458, -1.3437], [2.2839, 2.7921, -2.1984], [3.8051, 2.4586, -1.7955], [4.7649, 3.2998, -2.8836], [6.0077, 3.7657, -2.1243], [6.8196, 2.5817, -1.6450], [7.0504, 2.3943, -0.2796], [7.3988, 1.4927, -2.5590], [-0.3993, 1.7220, 0.6316], [-1.7337, 1.6153, -0.3406], [-2.1609, 2.6273, -1.1473], [-2.9469, -0.0249, -0.4064], [3.5162, 1.2015, 4.6310], [4.1043, -0.5951, 4.8744], [2.2406, -0.1223, 5.0528], [1.5203, 1.2131, 3.4861], [0.8726, -0.1916, 2.4233], [2.9923, 2.6916, 2.8560], [1.1993, 3.1164, 2.4774], [2.2806, 5.1331, 1.7664], [2.3768, 4.3504, 0.0682], [4.5681, 3.3917, 1.4418], [4.1959, 1.1348, 0.6251], [-0.4205, -1.9553, -0.7543], [-0.4612, -1.0398, 0.8892], [1.5961, -3.4219, 0.0428], [1.8648, -2.2580, 1.6165], [1.2596, -3.4218, 3.6771], [-0.5231, -4.7455, 5.3615], [-3.0168, -5.6536, 4.2840], [-3.5816, -5.2440, 1.5490], [-1.7031, -3.8732, -0.1759], [2.3273, -2.7476, -2.9767], [3.1863, -0.8752, -3.6898], [0.2494, 1.9229, -2.1497], [0.4817, 3.3301, -0.9375], [2.1679, 2.4206, -3.3313], [2.2375, 3.9837, -2.3165], [4.1815, 2.8144, -0.7492], [4.1529, 1.3270, -1.9499], [5.0763, 2.6269, -3.8076], [4.1903, 4.2736, -3.2457], [5.6508, 4.3342, -1.2992], [6.6122, 3.1631, 0.2732], [7.4176, 0.6385, -1.9239], [6.7187, 1.2643, -3.3410], [-0.6822, 1.0327, 1.5305], [-0.3841, 2.8558, 1.0055], [-6.2503, 1.0892, -0.8873], [-7.0743, 0.5357, -1.8324], [-8.3596, 0.9588, -1.5769], [-8.3080, 1.8019, -0.4412], [-6.9931, 1.8672, -0.0377], [-5.2505, 0.9467, -0.8268], [-6.6769, -0.1114, -2.6028], [-9.2391, 0.6903, -2.1476], [-9.1403, 2.3076, 0.0311], [-6.5239, 2.3981, 0.7798], [-5.6055, -3.9145, -1.1686], [-6.5277, -2.9283, -0.9327], [-7.7797, -3.5009, -0.9607], [-7.6062, -4.8820, -1.2166], [-6.2537, -5.1103, -1.3377], [-4.6035, -3.7810, -1.2104], [-6.2150, -1.9061, -0.7671], [-8.7168, -2.9802, -0.8116], [-8.3840, -5.6297, -1.3026], [-5.6987, -6.0186, -1.5306]], "smiles": "[H]/N=C(/N)NCCCC[C@]1(CC(=O)Br)[C@@](CCO)(COC)NC(=O)[C@]1(CCc1ccccc1)P(O)(O)=S.c1cc[nH]c1.c1cc[nH]c1", "e_tot_ha": -5301.710221, "gap_ev": 7.219, "homo_energy_ev": -7.97, "lumo_energy_ev": -0.754}


2.
{"formula": "C31H46N2O5S2Si2Ta", "method": "the ωB97M-V functional and the def2-TZVPD basis", "species": ["Ta", "C", "C", "C", "C", "C", "C", "Si", "C", "C", "C", "C", "C", "C", "H", "H", "H", "H", "H", "H", "H", "H", "H", "H", "H", "C", "C", "O", "O", "H", "H", "H", "C", "C", "C", "C", "N", "C", "S", "N", "H", "H", "H", "H", "H", "C", "C", "C", "C", "O", "Si", "S", "O", "C", "C", "C", "C", "O", "C", "C", "C", "C", "H", "H", "H", "H", "H", "H", "H", "H", "H", "H", "H", "H", "H", "H", "H", "H", "H", "H", "H", "H", "H", "H", "H", "H", "H", "H", "H"], "positions_angstrom": [[0.6146, 1.0718, 0.2234], [4.2820, -3.4762, 2.8767], [5.1458, -2.4378, 2.5590], [4.7191, -1.4167, 1.7215], [3.4239, -1.4129, 1.1914], [2.5700, -2.4671, 1.5194], [2.9963, -3.4905, 2.3533], [3.0226, -0.0262, 0.0028], [3.5561, -0.4425, -1.7388], [4.0522, 0.5469, -2.5900], [4.4305, 0.2440, -3.8878], [4.3142, -1.0589, -4.3566], [3.8292, -2.0548, -3.5215], [3.4554, -1.7482, -2.2205], [4.6121, -4.2750, 3.5280], [6.1515, -2.4239, 2.9585], [5.4058, -0.6131, 1.4778], [1.5640, -2.4926, 1.1203], [2.3218, -4.3028, 2.5933], [3.7870, 1.1867, 0.4375], [4.1490, 1.5683, -2.2355], [4.8191, 1.0211, -4.5333], [4.6091, -1.2979, -5.3700], [3.7476, -3.0724, -3.8811], [3.0917, -2.5372, -1.5704], [1.6557, 0.5002, 4.1130], [1.1688, 0.6227, 2.7182], [1.3787, 1.7231, 2.0433], [0.5843, -0.2822, 2.1013], [1.4809, 1.4249, 4.6606], [2.7355, 0.3351, 4.0654], [1.1871, -0.3479, 4.6029], [0.6308, 4.6015, 2.1689], [1.0233, 4.5343, 0.7298], [1.5254, 5.6538, 0.0798], [1.8200, 5.5532, -1.2682], [1.6286, 4.4341, -1.9654], [1.1419, 3.4179, -1.2965], [0.8166, 1.8590, -2.0212], [0.8408, 3.4036, 0.0235], [0.8059, 5.6034, 2.5526], [1.1848, 3.8833, 2.7670], [-0.4318, 4.3753, 2.2708], [1.6736, 6.5782, 0.6173], [2.2193, 6.3979, -1.8176], [-2.6554, 2.7826, 0.2889], [-2.5688, 1.5377, 1.1573], [-2.0840, 1.8350, 2.5656], [-3.9047, 0.8149, 1.2000], [-1.5382, 0.6440, 0.5577], [-1.8429, -0.6248, -0.5625], [0.1814, -1.0218, -0.9427], [-2.7327, -1.8152, 0.0379], [-2.5329, -2.9799, 0.8723], [-1.7365, -4.0124, 0.0878], [-1.8033, -2.5799, 2.1463], [-3.9296, -3.4985, 1.1821], [-2.6665, 0.1142, -1.7315], [-3.0162, -0.3196, -3.0766], [-4.3964, 0.2555, -3.3477], [-3.0352, -1.8390, -3.1561], [-1.9765, 0.2665, -4.0190], [-3.4104, 3.4617, 0.6855], [-2.9330, 2.5034, -0.7275], [-1.7022, 3.3155, 0.2642], [-2.7938, 2.4914, 3.0694], [-1.1147, 2.3366, 2.5539], [-1.9972, 0.9105, 3.1379], [-4.6306, 1.4795, 1.6689], [-3.8443, -0.0993, 1.7895], [-4.2603, 0.5753, 0.1984], [-0.7334, -3.6461, -0.1384], [-2.2444, -4.2505, -0.8477], [-1.6442, -4.9287, 0.6713], [-0.8133, -2.1864, 1.9208], [-1.6895, -3.4509, 2.7935], [-2.3725, -1.8259, 2.6949], [-4.4505, -3.7492, 0.2579], [-4.5068, -2.7408, 1.7137], [-3.8731, -4.3920, 1.8040], [-5.1214, -0.1515, -2.6414], [-4.7178, 0.0042, -4.3588], [-4.3808, 1.3416, -3.2500], [-3.7595, -2.2543, -2.4555], [-2.0470, -2.2548, -2.9383], [-3.3072, -2.1481, -4.1656], [-1.9430, 1.3515, -3.9131], [-2.2235, 0.0253, -5.0534], [-0.9883, -0.1407, -3.7968]], "e_tot_ha": -3127.097873, "gap_ev": 7.153, "homo_energy_ev": -10.91, "lumo_energy_ev": -3.760, "charge": 1}


Q: What is the formula in the first record?
A: C31H46BrN6O6PS